15
Properties=species:S:1:pos:R:3:forces:R:3 method="wB97M-V/def2-TZVPD" e_tot_ha=-564.107304 homo_lumo_gap_ev=8.99 de_lowest_kj_mol=189.6 total_charge=+1
H -0.820 -3.308 0.805 -0.7259 1.2588 -0.0294
N -0.312 -2.426 0.889 1.6471 -1.9898 -0.1028
C -0.289 -1.284 0.443 -0.7952 1.0433 1.2141
C 0.962 -0.431 0.587 0.8520 1.8444 1.0542
N 0.432 1.016 0.281 1.2372 -2.3177 0.1847
C -0.612 0.852 -0.672 -2.6869 -0.4488 -2.6633
C -1.366 -0.365 -0.070 -1.6537 0.2895 -0.3607
I -2.428 0.564 1.710 0.3736 -0.7689 -0.7129
H 1.537 -0.380 1.596 -1.0899 -0.4950 -1.9272
H 1.573 -0.584 -0.280 0.8798 -0.6141 -0.1077
H 0.096 1.313 1.144 -1.4261 1.0200 2.0762
H 1.096 1.682 0.021 1.8316 1.0603 -0.7778
H -0.241 0.631 -1.703 0.3892 -0.2819 0.9409
H -1.193 1.784 -0.889 0.2535 -0.7830 0.9046
H -2.162 -0.941 -0.625 0.9138 1.1830 0.3072



15
Properties=species:S:1:pos:R:3:forces:R:3 method="wB97M-V/def2-TZVPD" e_tot_ha=-564.071703 homo_lumo_gap_ev=8.04 de_lowest_kj_mol=283.0 total_charge=+1
C 0.998 -1.429 0.928 0.5034 -0.2096 0.3546
N -0.187 -1.185 0.160 -0.5826 0.4006 -0.1918
C -0.278 -0.984 -1.225 -0.0057 -0.2187 -0.4682
C -0.730 0.070 -0.219 -1.1551 -0.7129 0.2701
I -3.211 -0.097 0.217 2.6479 0.8390 -0.4417
C 0.143 1.242 -0.165 -1.9418 0.1043 0.7196
N -0.317 2.404 0.176 0.2071 -0.2384 -0.1543
H 1.903 -0.962 0.526 0.0328 0.0338 -0.0492
H 0.827 -1.091 1.949 0.0585 -0.0070 -0.0035
H 1.150 -2.509 0.946 0.0573 0.1081 0.0365
H -1.071 -1.500 -1.751 -0.1013 0.0202 -0.0031
H 0.625 -0.818 -1.811 0.0424 0.1086 0.0874
H 1.198 1.112 -0.375 0.0685 0.0749 -0.0005
H -1.312 2.514 0.376 0.1202 -0.1298 -0.0176
H 0.262 3.233 0.267 0.0486 -0.1731 -0.1382



15
Properties=species:S:1:pos:R:3:forces:R:3 method="wB97M-V/def2-TZVPD" e_tot_ha=-564.011014 s_squared=2.014 homo_lumo_gap_ev="5.74 / 6.60" multiplicity=3 de_lowest_kj_mol=20.1 total_charge=+1
C -1.005 0.285 0.226 0.6574 3.0841 -5.1548
C 0.359 0.735 -0.236 0.2769 -4.2755 -2.8971
C 2.211 -0.980 -0.234 1.6228 0.1597 1.9220
C -1.305 -0.094 1.453 -0.4551 -2.4288 4.2481
N -1.947 0.584 -0.712 0.5411 -1.5404 3.3047
N 1.120 -0.488 -0.883 -1.4027 1.0882 0.2155
I 0.031 -0.824 2.840 -0.5735 0.5712 -0.7753
H 0.304 1.344 -1.106 -0.4852 1.2138 -0.2376
H 0.843 1.210 0.558 1.4627 0.3597 0.9697
H 2.785 -1.788 -0.675 -0.2085 0.2133 0.0110
H 2.645 -0.412 0.653 -0.7355 -0.8287 -1.5308
H -2.317 -0.250 1.796 -0.1842 0.1236 -0.1681
H -2.899 0.480 -0.416 -0.5903 0.0581 -0.5345
H 0.856 -0.957 -1.802 0.0410 1.5098 1.9035
H -1.681 1.156 -1.463 0.0329 0.6918 -1.2763



14
Properties=species:S:1:pos:R:3:forces:R:3 method="wB97M-V/def2-TZVPD" e_tot_ha=-239.648382 homo_lumo_gap_ev=8.32 total_charge=+1
C -1.115 -1.207 -0.051 -0.2949 1.6873 -3.9900
C -2.326 -0.662 -0.178 0.5108 -0.2197 0.3239
H -0.962 -2.113 0.541 0.6298 0.2086 -0.6288
H -0.244 -0.669 -0.873 -3.0854 -2.4182 2.2929
H -3.198 -1.145 0.267 0.2167 0.4406 0.2494
H -2.461 0.291 -0.694 -0.1686 -0.5432 -0.1848
O 0.791 -0.368 0.979 2.9046 1.3394 -1.5277
Li 1.571 -1.351 2.348 -0.3485 0.1893 -0.2545
C 1.267 0.128 -0.112 1.4101 0.3708 5.7763
C 1.135 1.589 -0.374 -1.0163 -0.2562 -0.8660
H 2.212 -0.332 -0.448 -0.8226 -0.5054 -1.0781
H 0.527 2.082 0.392 0.1570 -0.2430 -0.1967
H 2.143 2.028 -0.442 -0.2451 -0.2797 0.0157
H 0.659 1.731 -1.355 0.1524 0.2293 0.0684



13
Properties=species:S:1:pos:R:3:forces:R:3 method="wB97M-V/def2-TZVPD" e_tot_ha=-211.578151 homo_lumo_gap_ev=9.73 de_lowest_kj_mol=244.1 total_charge=+1
C 1.563 -2.564 0.666 1.0811 0.2421 3.0038
C 0.483 -1.919 0.691 0.9943 -0.2103 -0.5961
C -0.559 2.090 -0.053 0.1208 -0.9490 1.8074
C -0.138 1.866 -1.275 2.3250 -1.3446 -0.5779
N -0.525 -1.238 0.642 -2.4386 3.1871 -1.6202
H 1.622 -3.428 0.103 0.5019 -1.6103 -1.4018
H 2.176 -2.446 1.595 0.0327 0.1020 -1.1683
H -1.316 2.886 0.143 0.8341 -0.8888 0.1496
H -0.104 1.466 0.762 -0.7968 1.0116 -0.2661
H -0.492 2.612 -1.920 -0.2622 0.2853 -1.8401
H 0.726 1.117 -1.611 -2.1331 1.7568 0.8339
H -1.309 -1.531 1.212 -0.4993 0.2435 -0.0525
H -0.642 -0.353 -0.034 0.2400 -1.8254 1.7283



13
Properties=species:S:1:pos:R:3:forces:R:3 method="wB97M-V/def2-TZVPD" e_tot_ha=-211.445218 homo_lumo_gap_ev="9.74 / 9.74" de_lowest_kj_mol=593.1 total_charge=+1
C -1.078 -1.051 0.293 -1.3703 -2.5865 -1.5040
C -0.447 0.602 -1.048 0.7060 4.1556 -1.4976
C -1.051 0.393 0.250 -1.7751 4.2048 3.2847
C 1.507 -0.066 0.350 0.9236 -1.7663 -3.5532
N 0.120 -0.326 -0.179 2.8379 -1.7061 1.9114
H -0.993 -1.644 1.183 0.3514 0.4249 0.7412
H -1.601 -1.727 -0.489 0.8192 1.6102 0.9100
H -0.961 0.407 -1.947 -0.3087 -1.0026 -1.0192
H 0.286 1.487 -1.131 -1.6936 -1.1397 -0.0125
H -1.269 1.865 1.541 0.6341 -3.2923 -2.5006
H 2.224 -0.757 -0.316 -1.4216 1.6671 1.8845
H 1.649 0.975 0.107 0.4373 0.2179 -0.1252
H 1.614 -0.157 1.386 -0.1402 -0.7871 1.4804



13
Properties=species:S:1:pos:R:3:forces:R:3 method="wB97M-V/def2-TZVPD" e_tot_ha=-211.562760 homo_lumo_gap_ev=11.52 de_lowest_kj_mol=284.5 total_charge=+1
C -2.220 -0.127 -0.129 -0.8239 -0.5941 1.1705
C -1.015 0.322 0.011 3.1364 4.4574 -2.4596
C 0.283 1.485 -0.008 -4.4696 0.1723 -0.4900
N 0.309 0.093 0.490 -1.1435 -1.3443 3.0380
C 1.267 -0.919 -0.068 0.6883 -0.1721 2.0567
H -2.365 -1.057 0.395 -0.2952 -0.7555 -0.3261
H -3.159 0.359 -0.438 1.0486 0.1659 -0.1673
H 0.692 1.866 -0.997 -0.2160 -1.4182 1.4241
H 0.025 2.268 0.752 0.8312 -1.0258 -0.6601
H 0.019 0.045 1.546 2.2153 0.0068 -1.7579
H 1.166 -1.902 0.460 -0.0086 1.0360 -0.5014
H 1.078 -1.000 -1.091 -0.5385 -0.2530 -1.5794
H 2.280 -0.500 0.043 -0.4243 -0.2753 0.2525



13
Properties=species:S:1:pos:R:3:forces:R:3 method="wB97M-V/def2-TZVPD" e_tot_ha=-211.539117 homo_lumo_gap_ev=8.52 de_lowest_kj_mol=346.5 total_charge=+1
C -1.826 -0.516 0.329 -0.0456 -0.2645 -0.2748
C -0.633 0.295 0.829 0.2809 -1.2105 0.2822
C -0.968 -1.426 -0.117 -0.7826 0.4728 0.2151
C 1.596 -0.760 0.353 1.4107 -0.3980 0.1423
N 0.197 -0.593 0.392 -0.5656 0.9927 0.1825
H -2.886 -0.375 0.363 -0.2219 -0.0215 -0.0271
H -0.888 2.561 -1.051 0.3079 -1.3918 1.1667
H -0.463 1.137 1.484 0.2002 0.2303 -0.1667
H -0.927 -2.384 -0.596 0.0519 -0.2043 -0.1169
H 1.910 -1.024 -0.661 -0.0812 0.1593 0.0581
H 2.100 0.149 0.681 -0.1014 -0.0183 -0.0532
H 1.899 -1.587 1.007 -0.1195 0.1134 -0.0612
H -0.745 1.955 -0.541 -0.3337 1.5405 -1.3468